Entry 1:
# C2H4OS2

A molecular structure, C2H4OS2 (wB97M-V/def2-TZVPD, the OMol25 dataset).

Geometry as XYZ:
```
9
Properties=species:S:1:pos:R:3:forces:R:3
C 0.4570 1.0344 0.7428 1.6 -0.8 -0.1
C -0.4855 -0.4065 -0.8586 0.0 0.3 3.7
O 0.2934 -1.5394 -0.5015 1.5 3.3 -3.2
S -1.1241 0.2522 1.0094 -0.1 -0.5 -2.2
S 0.5001 1.1163 -1.1092 -0.4 -0.5 0.9
H 0.6366 1.8968 1.3695 0.1 0.4 -0.4
H 1.2435 0.2707 0.9178 -0.4 0.7 0.4
H -1.3486 -0.4284 -1.4964 -0.1 -0.9 -0.5
H -0.1724 -2.1959 -0.0738 -2.1 -2.0 1.4
```
Positions in Å, forces in eV/Å.

## Properties
Total charge   0
ΔE to the lowest compared entry with this formula, charge and spin   154.5 kJ/mol
Orbital gap   8.88 eV

Mulliken population analysis, charges in e, atoms 1 to 4:
1 C -0.45
2 C -0.19
3 O -0.44
4 S -0.17

---

Entry 2:
# C2H4OS2

C2H4OS2 in the gas phase (wB97M-V/def2-TZVPD, the OMol25 dataset).

Geometry as XYZ:
```
9
Properties=species:S:1:pos:R:3:forces:R:3
C 1.0919 0.3306 -0.1832 1.3 3.0 -0.4
C -0.2536 -0.2713 0.0252 1.1 0.0 3.0
O 5.3430 -0.3087 -0.3462 -1.1 0.7 0.4
S 2.4457 -0.6374 -0.1388 0.4 -0.2 -0.1
S 4.1807 0.5125 0.1557 0.5 -0.8 -0.4
H 1.3441 1.4796 -0.1989 -1.0 -2.3 0.0
H -0.4600 -0.0208 1.1946 0.2 -1.3 -2.3
H -0.0567 -1.3775 -0.1956 -1.4 1.4 0.5
H -1.0709 0.2664 -0.4419 0.1 -0.4 -0.7
```
Positions in Å, forces in eV/Å.

## Properties
Total charge   0
ΔE to the lowest compared entry with this formula, charge and spin   266.6 kJ/mol
Orbital gap (alpha / beta)   6.17 / 8.08 eV

Mulliken population analysis, charges in e, atoms 1 to 4:
1 C -0.03
2 C -0.82
3 O -0.48
4 S -0.05

---

Entry 3:
# C2H4OS2

C2H4OS2 in the gas phase (wB97M-V/def2-TZVPD, the OMol25 dataset).

Geometry as XYZ:
```
9
Properties=species:S:1:pos:R:3:forces:R:3
C 2.2589 -0.1113 0.0259 -0.2 0.9 0.7
C -0.5606 -0.5277 -0.0170 0.1 0.1 -1.5
O 4.3727 1.0947 -0.0066 1.8 1.2 0.2
S 3.9229 -0.2916 -0.0118 -3.0 0.1 -0.2
S 1.0698 -1.3337 0.0063 -0.7 -1.2 -0.3
H 1.8352 0.9301 0.2471 1.1 -1.3 -0.6
H -1.3753 -1.2481 -0.0980 0.4 -0.3 0.8
H -0.8095 0.1057 -0.8512 0.8 0.0 -1.3
H -0.6527 0.2121 0.7101 -0.3 0.5 2.2
```
Positions in Å, forces in eV/Å.

## Properties
Total charge   0
ΔE to the lowest compared entry with this formula, charge and spin   186.0 kJ/mol
Orbital gap   7.80 eV

Mulliken population analysis, charges in e, atoms 1 to 4:
1 C -0.13
2 C -0.99
3 O -0.52
4 S 0.32

---

Entry 4:
# C2H4OS2

2 unconnected molecules or ions with the total composition C2H4OS2 (wB97M-V/def2-TZVPD, the OMol25 dataset).

Geometry as XYZ:
```
9
Properties=species:S:1:pos:R:3:forces:R:3
C 0.6057 1.4529 0.6118 4.1 -2.8 -2.5
C -0.6142 1.4827 0.7767 -4.6 -1.7 -0.8
O 0.2141 -1.1462 -1.1239 0.4 -0.2 -0.2
S 0.5831 -2.6953 -0.5534 -1.5 -0.6 -0.7
S -1.3373 -0.6484 -0.9686 0.0 2.1 1.6
H 1.2095 2.1187 1.0950 1.7 2.0 1.4
H 1.1911 0.7082 -0.0191 -1.0 0.7 0.6
H -1.3104 2.0647 1.3455 -0.6 -0.2 -0.2
H -0.5416 -3.3374 -1.1639 1.5 0.7 0.8
```
Positions in Å, forces in eV/Å.

## Properties
Total charge   0
ΔE to the lowest compared entry with this formula, charge and spin   546.4 kJ/mol
Orbital gap (alpha / beta)   7.03 / 7.04 eV

Mulliken population analysis, charges in e, atoms 1 to 4:
1 C -0.19
2 C -0.39
3 O -0.23
4 S -0.01

---

Entry 5:
# C2H4OSi

3 unconnected molecules or ions with the total composition C2H4OSi (wB97M-V/def2-TZVPD, the OMol25 dataset).

Geometry as XYZ:
```
8
Properties=species:S:1:pos:R:3:forces:R:3
C -2.3597 -0.4467 -0.7659 3.2 -3.5 -5.6
C -2.7402 0.1608 0.0974 -5.7 6.0 14.7
O 0.1365 -0.4818 0.8594 0.2 0.4 2.0
Si 0.9985 -1.1341 -0.1723 0.6 -2.1 -1.5
H -2.7174 -0.9323 -1.5355 -0.4 -2.5 -4.1
H 2.0356 -2.4367 -0.1549 -1.2 2.0 0.1
H 0.4332 -0.7516 -1.4856 0.8 -0.3 -0.4
H -3.3539 0.2801 1.4774 2.6 0.1 -5.2
```
Positions in Å, forces in eV/Å.

## Properties
Total charge   0
ΔE to the lowest compared entry with this formula, charge and spin   494.9 kJ/mol
Orbital gap   9.64 eV

Mulliken population analysis, charges in e, atoms 1 to 4:
1 C -0.39
2 C -0.29
3 O -0.32
4 Si 0.42

---

Entry 6:
# C2H4OSi

C2H4OSi in the gas phase (wB97M-V/def2-TZVPD, the OMol25 dataset).

Geometry as XYZ:
```
8
Properties=species:S:1:pos:R:3:forces:R:3
C -1.9863 0.3219 0.1786 1.3 0.4 0.6
C 1.2027 -0.7419 -0.0165 1.9 -3.8 -2.2
O -2.6541 -0.5333 -0.2439 -0.3 -0.5 -0.2
Si 0.0544 0.5599 0.1439 -2.5 2.0 2.4
H 1.2405 -1.4151 -1.0075 0.0 1.6 2.4
H 0.4473 1.6009 1.2242 -0.4 -1.0 -0.7
H 1.9205 -1.0280 0.7567 -0.1 0.1 -0.4
H -0.2250 1.2357 -1.0355 0.2 1.1 -1.9
```
Positions in Å, forces in eV/Å.

## Properties
Spin multiplicity   3
<S²>   2.006
Total charge   0
ΔE to the lowest compared entry with this formula, charge and spin   0.0 kJ/mol
Orbital gap (alpha / beta)   7.55 / 10.20 eV

Mulliken population analysis, charges in e, atoms 1 to 4:
1 C 0.04
2 C -0.63
3 O -0.30
4 Si 0.53

---

Entry 7:
# C2H4OYb

A molecular structure, C2H4OYb (wB97M-V/def2-TZVPD, the OMol25 dataset).

Geometry as XYZ:
```
8
Properties=species:S:1:pos:R:3:forces:R:3
H 1.7018 1.7594 -0.9458 0.1 0.1 0.0
Yb 1.8965 -0.1910 -1.2952 0.0 0.1 0.0
C -0.1887 -0.8159 0.0115 0.7 -1.6 -0.7
H -0.7658 -1.3228 -0.7749 0.1 -0.1 0.3
H 0.2382 -1.4748 0.7814 -0.4 -0.1 -0.3
C -0.8146 0.3508 0.5498 0.6 4.4 0.7
O -0.4972 1.5316 0.3242 -1.0 -2.7 0.3
H -1.5700 0.1627 1.3490 0.0 0.0 -0.3
```
Positions in Å, forces in eV/Å.

## Properties
Spin multiplicity   2
<S²>   0.779
Total charge   +1
ΔE to the lowest compared entry with this formula, charge and spin   16.2 kJ/mol
Orbital gap (alpha / beta)   8.25 / 5.80 eV

Mulliken population analysis, charges in e, atoms 1 to 4:
1 H -0.19
2 Yb 1.19
3 C -1.18
4 H 0.40

---

Entry 8:
# C2H4P2

C2H4P2 in the gas phase (wB97M-V/def2-TZVPD, the OMol25 dataset).

Geometry as XYZ:
```
8
Properties=species:S:1:pos:R:3:forces:R:3
P 0.3376 -1.7411 -0.3405 1.8 1.8 2.0
C 0.6353 0.2605 0.4850 1.5 -2.8 1.5
C -0.2275 1.2129 -0.0189 -2.8 2.1 -0.8
P -0.8611 0.9812 1.5237 0.8 0.0 -1.7
H 0.0326 -1.2257 -1.5558 -0.1 0.6 -1.5
H -1.0110 -1.7456 -0.0627 -0.8 0.1 0.6
H 1.6048 0.6119 0.9806 -1.0 -1.3 -1.2
H -0.5107 1.6460 -1.0114 0.5 -0.4 1.1
```
Positions in Å, forces in eV/Å.

## Properties
Total charge   0
ΔE to the lowest compared entry with this formula, charge and spin   233.8 kJ/mol
Orbital gap   8.05 eV
SMILES string   P[C@H]1C=P1

Mulliken population analysis, charges in e, atoms 1 to 4:
1 P -0.01
2 C -0.46
3 C -0.18
4 P -0.05

---

Entry 9:
# C2H4P4

A molecular structure, C2H4P4 (wB97M-V/def2-TZVPD, the OMol25 dataset).

Geometry as XYZ:
```
10
Properties=species:S:1:pos:R:3:forces:R:3
C 0.0373 1.5698 -0.1123 0.7 -0.7 -0.9
C -0.0809 -0.9199 0.0649 -0.4 0.5 0.2
P -1.7721 -0.9798 0.6995 0.8 0.3 0.2
P 1.6224 -1.1043 -0.4788 0.8 -1.5 1.6
P -1.1949 0.4056 -0.9278 1.5 -0.4 0.9
P 0.9720 0.4039 0.9919 -0.7 -0.5 -0.1
H 0.7291 1.7437 -0.9801 -0.7 0.9 0.8
H -0.3847 2.3863 0.4538 0.2 0.7 -0.3
H -2.3130 -1.4663 -0.4892 -0.5 -1.0 -0.4
H 2.3848 -2.0391 0.7782 -1.6 1.6 -2.0
```
Positions in Å, forces in eV/Å.

## Properties
Total charge   0
ΔE to the lowest compared entry with this formula, charge and spin   192.9 kJ/mol
Orbital gap   8.93 eV

Mulliken population analysis, charges in e, atoms 1 to 4:
1 C -0.79
2 C 0.23
3 P -0.10
4 P -0.14

---

Entry 10:
# C2H4S3

C2H4S3 in the gas phase (wB97M-V/def2-TZVPD, the OMol25 dataset).

Geometry as XYZ:
```
9
Properties=species:S:1:pos:R:3:forces:R:3
S -1.5258 -1.3020 -0.1849 -0.1 0.8 0.3
C -0.5793 -0.0696 0.3061 0.3 -0.1 -1.0
S -0.7291 1.6664 -0.0669 0.0 -1.0 0.5
C 0.7384 -0.3019 0.9253 0.5 0.1 -0.3
S 2.0595 -0.3190 -0.3429 0.0 0.2 0.2
H -1.8646 1.3185 -0.5968 -1.2 0.6 -0.8
H 0.8799 0.4675 1.6566 0.6 0.3 0.6
H 0.7981 -1.2682 1.3556 -0.1 -0.8 0.6
H 2.3582 0.9850 -0.2887 0.0 0.0 -0.1
```
Positions in Å, forces in eV/Å.

## Properties
Total charge   0
ΔE to the lowest compared entry with this formula, charge and spin   51.5 kJ/mol
Orbital gap   8.43 eV
SMILES string   S=C(S)CS

Mulliken population analysis, charges in e, atoms 1 to 4:
1 S -0.21
2 C 0.43
3 S -0.13
4 C -1.00